# 1
C32H46N2O3 | ωB97M-V with the def2-TZVPD basis set

Properties
- HOMO: -7.29 eV
- HOMO-LUMO gap: 7.950 eV
- Energy above the lowest of the compared OMol25 structures with the same formula, charge and spin: 0.00 kJ/mol
- SMILES: CCOC(=O)[C@@]1(C(c2ccc(N(C)C)cc2)c2ccc(N(C)C)cc2)CCCCCCCCCCC1=O
- Net charge: 0

Each line ends with the Mulliken charge.
Element x y z (Å)
C -4.233 -3.535 3.949  -0.91
C -3.365 -3.840 2.770  -0.27
O -2.151 -3.022 3.004  -0.30
C -1.411 -2.873 1.889  -1.27
C -0.309 -1.813 2.008  3.72
C 0.647 -2.296 0.764  0.01
O 1.783 -2.622 1.070  -0.53
C 0.388 -2.761 -0.710  -1.15
C 1.145 -2.026 -1.787  -0.69
C 2.693 -1.940 -1.694  -1.07
C 3.184 -0.594 -1.150  -0.23
C 4.264 -0.659 -0.074  -0.77
C 4.103 0.420 1.001  -1.46
C 2.826 0.309 1.868  0.99
C 2.864 -0.888 2.828  -1.26
C 1.640 -1.212 3.683  -0.10
C 0.480 -2.133 3.286  -2.23
O -1.658 -3.517 0.891  -0.64
H -5.278 -3.791 3.774  0.40
H -3.876 -4.075 4.825  0.32
H -4.168 -2.472 4.185  0.03
H -3.078 -4.901 2.704  0.37
H -3.836 -3.542 1.823  0.36
H 0.758 -3.801 -0.727  0.52
H -0.682 -2.785 -0.912  0.35
H 0.946 -2.539 -2.733  0.35
H 0.730 -1.019 -1.907  0.24
H 3.113 -2.787 -1.136  0.42
H 3.093 -2.019 -2.721  0.52
H 3.591 -0.034 -2.005  0.63
H 2.336 0.010 -0.807  -0.07
H 4.289 -1.646 0.402  0.34
H 5.234 -0.529 -0.575  0.44
H 4.979 0.379 1.663  0.41
H 4.093 1.410 0.526  0.39
H 2.768 1.227 2.478  0.46
H 1.914 0.307 1.250  -0.87
H 3.257 -1.799 2.360  0.21
H 3.622 -0.603 3.579  0.70
H 2.025 -1.693 4.598  0.52
H 1.219 -0.252 3.979  -0.60
H -0.221 -2.129 4.140  0.69
H 0.805 -3.183 3.208  0.67
C -5.835 0.935 -1.974  -1.07
N -4.427 1.263 -2.014  0.09
C -4.105 2.489 -2.702  -1.01
C -3.503 0.593 -1.271  1.34
C -2.128 0.928 -1.337  -1.21
C -1.242 0.492 -0.366  -0.63
C -1.700 -0.308 0.690  0.25
C -0.881 -0.468 1.968  1.31
C -1.692 -0.066 3.290  -0.33
C -1.056 0.095 4.533  -1.36
C -1.730 -0.049 5.738  -0.88
C -3.130 0.167 5.770  0.77
N -3.823 0.125 6.950  0.13
C -5.195 0.572 7.076  -0.98
C -3.190 -0.340 8.170  -0.94
C -3.731 0.480 4.521  -0.64
C -3.030 0.362 3.318  -0.83
C -2.998 -0.811 0.639  -0.88
C -3.899 -0.379 -0.324  -0.93
H -5.987 -0.146 -2.046  0.33
H -6.331 1.292 -1.059  0.32
H -6.297 1.412 -2.845  0.31
H -3.142 2.414 -3.208  0.35
H -4.878 2.645 -3.457  0.32
H -4.073 3.356 -2.025  0.32
H -1.772 1.569 -2.134  0.16
H -0.209 0.839 -0.377  0.48
H -0.073 0.278 1.877  0.71
H -0.022 0.436 4.566  0.79
H -1.166 -0.242 6.655  0.38
H -5.314 1.594 6.696  0.34
H -5.907 -0.079 6.549  0.30
H -5.437 0.563 8.143  0.26
H -2.344 0.311 8.433  0.32
H -3.942 -0.293 8.965  0.24
H -2.817 -1.372 8.078  0.32
H -4.770 0.804 4.505  0.42
H -3.538 0.667 2.408  0.53
H -3.334 -1.457 1.453  0.66
H -4.917 -0.760 -0.293  0.31


# 2
C52H46F9GeN3O3PSSn | ωB97M-V with the def2-TZVPD basis set

Properties
- HOMO (alpha / beta): -12.74 / -12.73 eV
- Multiplicity: 2
- HOMO-LUMO gap (alpha / beta): 7.289 / 3.521 eV
- Energy above the lowest of the compared OMol25 structures with the same formula, charge and spin: 169.18 kJ/mol
- Net charge: +2

Each line ends with the Löwdin spin population.
Element x y z (Å)
Sn 0.182 0.745 0.311  0.14
C 3.971 1.609 4.716  0.00
C 4.564 1.558 3.321  0.00
N 4.004 2.607 2.470  0.00
C 4.593 4.034 2.652  0.00
C 5.895 4.183 1.835  0.00
C 3.038 2.433 1.651  0.00
S 2.473 0.748 1.468  0.03
N 2.499 3.461 1.058  0.01
C 1.279 3.664 0.689  0.00
O 0.252 2.879 0.923  0.05
C 0.977 4.952 -0.031  0.00
C -0.318 5.455 -0.069  0.00
C -0.638 6.624 -0.719  0.00
C 0.356 7.361 -1.348  0.00
C 1.667 6.847 -1.356  0.00
C 1.974 5.681 -0.696  0.00
H 4.525 0.863 5.418  0.00
H 2.890 1.359 4.733  0.00
H 4.110 2.597 5.159  0.00
H 4.589 0.582 2.792  0.00
H 5.642 1.698 3.422  0.00
H 4.798 4.086 3.696  0.00
H 3.901 4.771 2.352  0.00
H 6.588 3.400 2.135  0.00
H 6.269 5.217 1.969  0.00
H 5.787 4.007 0.799  0.00
H -0.998 4.895 0.485  0.00
H -1.668 6.936 -0.685  0.00
H 0.175 8.294 -1.762  0.00
H 2.435 7.535 -1.820  0.00
H 3.018 5.379 -0.689  0.00
N -0.753 0.732 2.456  0.00
C -2.119 0.389 2.931  0.00
C -3.175 0.271 1.824  0.00
O -4.241 -0.327 1.983  0.00
O -2.694 0.754 0.661  0.02
H 0.012 0.203 2.817  0.00
H -0.581 1.704 2.650  0.00
H -2.500 1.273 3.490  0.00
H -2.140 -0.467 3.598  0.00
F -1.262 -3.474 -5.596  0.00
C -1.688 -4.346 -4.633  0.00
F -1.355 -5.558 -5.110  0.00
F -3.019 -4.193 -4.644  0.00
C -1.053 -4.001 -3.364  0.01
C -1.476 -2.804 -2.791  0.00
C -0.923 -2.361 -1.574  0.00
C 0.192 -3.085 -1.015  0.05
C 0.484 -4.334 -1.523  0.02
C -0.194 -4.851 -2.668  0.00
P 0.892 -2.466 0.530  0.33
C 2.560 -3.088 0.714  0.05
C 2.944 -4.194 1.508  0.03
C 4.215 -4.722 1.327  0.00
C 5.078 -4.111 0.462  0.02
C 4.839 -2.867 -0.052  0.00
C 3.526 -2.392 -0.008  0.03
C 6.386 -4.768 0.041  0.00
F 6.217 -5.330 -1.131  0.00
F 6.798 -5.757 0.845  0.00
F 7.387 -3.852 0.004  0.00
C 0.024 -3.142 1.930  0.04
C 0.471 -3.106 3.247  0.04
C -0.355 -3.445 4.305  0.00
C -1.672 -3.717 4.024  0.05
C -2.158 -3.732 2.715  0.00
C -1.353 -3.389 1.652  0.04
C -2.690 -4.103 5.116  0.00
F -2.170 -5.155 5.871  0.00
F -3.887 -4.518 4.585  0.00
F -2.903 -3.143 5.987  0.00
H -2.147 -2.110 -3.357  0.00
H -1.261 -1.455 -1.198  0.00
H 1.157 -4.975 -0.975  0.00
H -0.010 -5.842 -3.052  0.00
H 2.279 -4.683 2.185  0.00
H 4.459 -5.612 1.842  0.00
H 5.565 -2.337 -0.676  0.00
H 3.208 -1.545 -0.644  0.00
H 1.415 -2.658 3.457  0.00
H -0.058 -3.352 5.392  0.00
H -3.144 -4.001 2.449  0.00
H -1.784 -3.319 0.646  0.00
C -5.519 1.867 0.053  0.00
Ge -3.876 1.163 -0.763  0.00
C -4.390 -0.566 -1.656  0.00
C -4.357 -1.783 -0.972  0.00
C -4.612 -2.973 -1.670  0.00
C -5.028 -2.871 -3.008  0.00
C -5.113 -1.643 -3.649  0.00
C -4.796 -0.504 -3.025  0.00
C -2.858 2.374 -1.814  0.00
C -3.137 3.705 -1.667  0.00
C -2.493 4.759 -2.492  0.00
C -1.602 4.334 -3.444  0.00
C -1.269 2.963 -3.555  0.00
C -0.337 2.573 -4.597  0.00
C -0.085 1.296 -4.837  0.00
C -0.719 0.322 -4.156  0.00
C -1.597 0.628 -3.157  0.01
C -1.947 1.968 -2.854  0.01
H -6.225 1.002 -0.045  0.00
H -5.857 2.796 -0.368  0.00
H -5.343 1.951 1.151  0.00
H -3.896 -1.841 -0.002  0.00
H -4.424 -3.973 -1.177  0.00
H -5.223 -3.798 -3.506  0.00
H -5.499 -1.617 -4.671  0.00
H -4.713 0.408 -3.594  0.00
H -3.804 4.003 -0.830  0.00
H -2.795 5.799 -2.226  0.00
H -1.082 5.101 -3.971  0.00
H 0.267 3.344 -5.083  0.00
H 0.628 0.977 -5.593  0.00
H -0.498 -0.720 -4.323  0.00
H -1.975 -0.142 -2.610  0.00


# 3
C42H45BrCl3GeN8O9SSr | ωB97M-V with the def2-TZVPD basis set

Properties
- HOMO (alpha / beta): -2.19 / -2.19 eV
- Multiplicity: 2
- HOMO-LUMO gap (alpha / beta): 5.667 / 5.188 eV
- Energy above the lowest of the compared OMol25 structures with the same formula, charge and spin: 68.95 kJ/mol
- Net charge: -2

Each line ends with the Löwdin spin population.
Element x y z (Å)
Sr -0.422 -0.292 0.374  0.01
O -1.081 0.305 -2.615  0.12
C -1.137 -0.896 -2.237  0.01
O -0.185 -1.428 -1.611  0.06
C -2.377 -1.715 -2.576  0.01
C -2.087 -3.212 -2.519  0.00
C -3.273 -3.994 -3.121  0.00
C -4.282 -3.981 -1.944  0.00
C -3.560 -3.043 -0.971  0.00
O -2.206 -3.491 -1.117  0.00
C -3.575 -1.616 -1.556  0.00
C -3.543 -0.475 -0.502  0.00
O -4.395 0.404 -0.631  0.00
O -2.655 -0.574 0.404  0.00
H -2.690 -1.387 -3.567  0.00
H -1.098 -3.497 -2.872  0.00
H -2.978 -5.008 -3.394  0.00
H -3.660 -3.502 -4.014  0.00
H -4.382 -4.974 -1.502  0.00
H -5.273 -3.623 -2.223  0.00
H -3.861 -3.101 0.073  0.00
H -4.502 -1.461 -2.108  0.00
C -0.066 6.449 -5.578  0.00
O 0.728 6.166 -4.451  0.00
C 0.232 6.548 -3.232  0.00
C -0.803 7.457 -3.064  0.00
C -1.213 7.786 -1.776  0.00
C -0.640 7.193 -0.664  0.00
C 0.412 6.293 -0.848  0.00
C 0.848 5.981 -2.118  0.00
N -1.052 7.677 0.624  0.00
N -1.092 6.930 1.628  0.00
C -0.977 5.527 1.583  0.00
C -0.327 4.991 2.684  0.00
C 0.014 3.652 2.784  0.00
C -0.348 2.732 1.779  0.00
O -0.045 1.509 1.825  0.00
C -1.133 3.261 0.652  0.00
N -1.528 2.348 -0.275  0.00
C -2.307 2.748 -1.247  0.00
C -2.791 4.063 -1.345  0.00
C -2.378 4.995 -0.440  0.00
C -1.471 4.627 0.581  0.00
H 0.381 5.914 -6.412  0.00
H -0.080 7.521 -5.806  0.00
H -1.093 6.101 -5.435  0.00
H -1.289 7.917 -3.913  0.00
H -2.005 8.510 -1.623  0.00
H 0.881 5.825 0.007  0.00
H 1.642 5.262 -2.272  0.00
H -0.035 5.688 3.463  0.00
H 0.554 3.270 3.641  0.00
H -2.587 2.004 -1.981  0.00
H -3.487 4.319 -2.133  0.00
H -2.758 6.006 -0.485  0.00
Cl 3.469 1.057 -3.044  0.16
Ge 1.225 0.750 -2.823  0.35
Cl 0.917 -0.087 -4.842  0.09
Cl 0.680 2.865 -2.968  0.11
C -1.650 -5.851 1.304  0.00
C -0.273 -5.306 1.136  0.00
C 0.647 -5.161 2.130  0.00
C 1.825 -4.456 1.800  0.00
N 2.160 -4.157 0.565  0.00
C 1.320 -4.467 -0.452  0.00
S 1.724 -4.326 -2.071  0.00
N 0.075 -4.936 -0.108  0.00
C 2.732 -3.954 2.881  0.00
H -1.838 -6.111 2.343  0.00
H -1.788 -6.736 0.679  0.00
H -2.376 -5.101 0.986  0.00
H 0.417 -5.443 3.147  0.00
H -0.649 -4.863 -0.813  0.00
H 2.615 -4.524 3.803  0.00
H 2.466 -2.911 3.082  0.00
H 3.766 -3.984 2.543  0.00
Br -4.366 -5.100 4.228  0.00
C -2.704 -4.243 4.604  0.00
C -2.117 -4.444 5.844  0.00
C -0.921 -3.795 6.123  0.00
C -0.331 -2.974 5.171  0.00
C -0.910 -2.821 3.920  0.00
C -2.118 -3.450 3.637  0.00
C -0.220 -1.987 2.844  0.00
O 0.608 -1.140 3.194  0.00
O -0.547 -2.297 1.660  0.00
H -2.591 -5.085 6.575  0.00
H -0.457 -3.931 7.092  0.00
H 0.588 -2.438 5.373  0.00
H -2.563 -3.294 2.665  0.00
C 4.415 -2.170 -1.207  0.00
N 4.668 -1.068 -0.298  0.01
C 5.635 -1.369 0.737  0.00
C 3.611 -0.221 0.006  0.01
N 2.374 -0.481 -0.242  0.04
N 4.001 0.971 0.588  0.01
C 2.951 1.868 1.028  0.00
C 5.145 1.678 0.033  0.00
H 5.379 -2.554 -1.549  0.00
H 3.863 -1.812 -2.075  0.00
H 3.854 -2.989 -0.744  0.00
H 5.361 -2.285 1.279  0.00
H 5.689 -0.552 1.453  0.00
H 6.625 -1.520 0.296  0.00
H 2.275 -1.443 -0.567  0.00
H 2.443 2.350 0.182  0.00
H 3.401 2.644 1.649  0.00
H 2.212 1.338 1.618  0.00
H 5.884 0.983 -0.353  0.00
H 5.601 2.287 0.818  0.00
H 4.836 2.335 -0.787  0.00


# 4
C3H5NO2S | ωB97M-V with the def2-TZVPD basis set

Properties
- HOMO: -9.23 eV
- HOMO-LUMO gap: 9.896 eV
- Energy above the lowest of the compared OMol25 structures with the same formula, charge and spin: 451.26 kJ/mol
- SMILES: O=C[C@@H]1CON1S
- Net charge: 0

Each line ends with the Mulliken charge.
Element x y z (Å)
C -1.344 0.349 -0.261  -0.26
C 0.176 0.360 0.073  0.13
C 0.530 0.540 1.556  -0.30
N 0.281 -0.944 -0.607  -0.06
O -1.132 -0.888 -0.991  -0.29
O -0.125 1.141 2.358  -0.45
S 1.385 -1.110 -1.807  -0.16
H -1.715 1.287 -0.831  0.22
H -1.847 0.338 0.694  0.24
H 0.495 1.257 -0.383  0.36
H 1.338 0.024 1.927  0.42
H 1.957 -2.355 -1.728  0.15


# 5
C10H16AsInN2OS | ωB97M-V with the def2-TZVPD basis set

Properties
- HOMO: -14.93 eV
- HOMO-LUMO gap: 7.278 eV
- Energy above the lowest of the compared OMol25 structures with the same formula, charge and spin: 29.22 kJ/mol
- Net charge: +2

Each line ends with the Mulliken charge.
Element x y z (Å)
In 5.650 -0.742 12.371  0.92
O 5.634 -1.736 10.359  -0.51
C 4.364 -2.214 9.941  -0.43
C 3.288 -1.681 10.938  0.59
C 1.945 -1.481 10.607  -0.69
C 1.028 -1.099 11.618  -0.17
C 1.510 -0.950 12.956  -0.52
C 2.823 -1.253 13.202  -0.40
N 3.762 -1.522 12.184  -0.09
H 6.214 -1.438 9.667  0.36
H 4.269 -3.264 10.041  0.27
H 4.140 -1.915 8.872  0.40
H 1.582 -1.603 9.634  0.45
H -0.026 -0.876 11.382  0.44
H 0.833 -0.675 13.748  0.43
H 3.167 -1.153 14.185  0.47
S 2.809 2.720 12.806  -0.23
C 4.100 1.807 12.931  0.62
N 5.098 1.099 13.071  -0.64
C 8.771 0.354 14.163  -1.08
As 7.813 -1.298 13.847  0.37
C 9.352 -2.216 13.259  -1.04
C 7.465 -2.103 15.613  -0.98
H 9.602 0.246 14.897  0.40
H 8.180 1.191 14.533  0.37
H 9.355 0.548 13.272  0.42
H 10.056 -2.363 14.093  0.40
H 9.759 -1.527 12.463  0.38
H 9.198 -3.239 12.858  0.36
H 8.599 -2.269 15.887  0.36
H 7.107 -3.155 15.562  0.38
H 7.005 -1.393 16.267  0.39


# 6
C6H12FN | ωB97M-V with the def2-TZVPD basis set

Properties
- HOMO: -8.78 eV
- HOMO-LUMO gap: 9.788 eV
- Energy above the lowest of the compared OMol25 structures with the same formula, charge and spin: 100.98 kJ/mol
- SMILES: CC[C@H]1[C@H](F)[C@@]1(C)N
- Net charge: 0

Each line ends with the Mulliken charge.
Element x y z (Å)
C -0.623 2.216 1.471  -1.17
C -0.265 1.471 0.194  -0.45
C 0.246 0.075 0.480  -0.46
C -0.646 -1.072 0.591  -0.01
C 0.183 -0.978 -0.619  0.79
C 1.362 -1.919 -0.815  -1.52
H 0.155 2.082 2.249  0.32
H -0.800 3.312 1.315  0.34
H -1.542 1.751 1.864  0.29
H 0.526 1.992 -0.374  0.26
H -1.144 1.455 -0.468  0.20
H 1.158 0.054 1.029  0.49
H -1.772 -0.906 0.404  0.30
H 2.170 -1.384 -1.345  0.37
H 1.092 -2.738 -1.524  0.38
H 1.824 -2.280 0.134  0.30
H 0.181 -0.273 -2.457  0.28
H -1.275 -0.114 -1.763  0.29
N -0.485 -0.726 -1.849  -0.69
F -0.345 -2.016 1.485  -0.31


# 7
C12H24F9NO6PS | ωB97M-V with the def2-TZVPD basis set

Properties
- HOMO: -12.05 eV
- HOMO-LUMO gap: 8.198 eV
- Net charge: +1

Each line ends with the Mulliken charge.
Element x y z (Å)
O -7.036 -2.402 -0.508  -0.44
C -6.173 -1.610 -0.255  0.45
O -6.172 -0.905 0.893  -0.42
C -5.047 -1.424 -1.292  -0.58
N -4.182 -2.652 -1.328  0.03
C -2.837 -2.517 -0.646  -0.52
C -2.614 -3.538 0.472  -1.14
C -1.152 -4.028 0.572  0.61
F -1.182 -5.064 1.418  -0.26
F -0.807 -4.427 -0.669  -0.28
C -0.258 -2.874 1.079  0.53
F -0.909 -2.230 2.061  -0.31
F -0.098 -1.963 0.109  -0.28
S 1.455 -3.350 1.733  1.43
F 1.448 -4.692 0.902  -0.31
F 0.816 -4.028 2.998  -0.28
F 1.516 -1.973 2.520  -0.29
F 2.150 -2.632 0.496  -0.27
F 2.879 -3.714 2.275  -0.28
H -5.919 0.005 0.679  0.35
H -5.544 -1.348 -2.256  0.38
H -4.476 -0.509 -1.156  0.46
H -4.700 -3.417 -0.887  0.42
H -4.029 -2.875 -2.309  0.41
H -2.077 -2.546 -1.423  0.37
H -2.752 -1.521 -0.213  0.20
H -3.011 -3.232 1.436  0.41
H -3.170 -4.445 0.205  0.62
O 3.825 3.150 1.121  -0.74
P 2.963 3.159 -0.089  1.08
O 2.478 4.695 -0.282  -0.31
C 3.436 5.685 -0.678  -0.32
C 3.713 5.638 -2.170  -0.97
O 1.575 2.500 0.508  -0.37
C 1.592 1.713 1.699  0.13
C 1.153 2.533 2.894  -1.33
O 2.558 2.697 -1.609  -0.31
C 2.830 1.334 -2.010  -0.62
C 1.656 0.428 -1.688  -0.59
H 4.359 5.565 -0.105  0.30
H 3.007 6.651 -0.415  0.32
H 4.233 4.718 -2.443  0.25
H 4.336 6.481 -2.471  0.41
H 2.782 5.664 -2.736  0.24
H 2.575 1.271 1.863  0.38
H 0.890 0.886 1.545  0.04
H 1.743 3.443 2.990  0.31
H 1.247 1.953 3.814  0.37
H 0.110 2.835 2.783  0.32
H 3.747 0.971 -1.542  0.36
H 2.996 1.354 -3.086  0.35
H 1.657 0.148 -0.635  -0.06
H 1.713 -0.494 -2.270  0.49
H 0.710 0.929 -1.894  0.27


Calculated values (eV) of total energy for the records, taken in order: -43050.62494, -172199.60984, -250439.97699, -19607.83417, -92488.14039, -10623.11592, -71182.07470.